[1]
8
Properties=species:S:1:pos:R:3 method="wB97M-V/def2-TZVPD" relative_energy_ev=2.629 homo_ev="-10.2 / -10.8" gap_ha="0.2598 / 0.2987"
C -1.705 1.490 -0.151
C -2.879 -0.612 -0.160
C -1.731 0.132 -0.365
N -1.542 2.594 0.168
N -3.902 -1.197 -0.160
S 1.665 0.598 -0.542
H -0.783 -0.289 -0.535
H 2.151 -0.666 -0.852

[2]
10
Properties=species:S:1:pos:R:3 method="wB97M-V/def2-TZVPD" relative_energy_ev=0.409 smiles="N#CSC=S.N=C=S" homo_ev=-9.4 gap_ha=0.3071
N -2.094 0.527 -0.267
C -1.894 0.233 0.846
S -1.780 -0.151 2.450
C -0.362 0.749 2.834
S 0.658 0.565 4.120
H -0.005 1.423 2.072
N 1.168 2.529 -0.212
C 1.221 1.323 -0.165
S 1.758 -0.113 0.181
H 0.581 3.373 -0.323

[3]
10
Properties=species:S:1:pos:R:3 method="wB97M-V/def2-TZVPD" charge=-1 relative_energy_ev=4.813 homo_ev="-3.6 / -4.7" gap_ha="0.2380 / 0.3054"
C -0.955 -0.119 -0.825
C -1.941 -0.205 0.430
C 2.277 0.279 0.314
N 0.201 -0.379 -0.525
N -1.910 -1.156 1.143
N 1.034 -0.748 0.258
O 2.200 1.085 -0.609
O 2.948 0.072 1.293
H -1.310 0.427 -1.796
H -2.543 0.744 0.318

Number 1: E -623.076475 Ha. Number 2: E -1419.518901 Ha. Number 3: E -430.172780 Ha.